Below is 4 unconnected molecules or ions with the total composition C4H16NO2S, with properties calculated with ωB97M-V/def2-TZVPD.

Computed properties:
charge	+1
LUMO energy	-7.2	eV
E_HOMO	-13.121	eV
orbital gap	5.9	eV
F_max	3.38	eV/A

Positions of all 24 atoms, in Å:
C  0.37  1.58  0.08
C  0.76  -0.87  1.31
C  -0.32  -1.51  0.55
S  -2.02  -0.70  0.55
C  -3.53  0.23  1.46
N  0.93  1.20  -1.22
H  -0.65  2.01  -0.13
H  0.92  2.36  0.63
H  0.41  -0.27  2.14
H  1.52  -1.56  1.70
H  -0.62  -2.50  1.01
H  -0.20  -1.63  -0.52
H  -4.08  -0.52  2.06
H  -4.31  0.64  0.78
H  -3.00  0.91  2.11
H  1.70  0.54  -1.11
H  0.50  0.49  0.33
H  1.11  1.95  -1.88
H  0.30  -0.25  -2.57
H  -0.51  -0.90  -3.69
O  -0.02  -1.11  -2.89
H  2.93  -0.36  0.14
H  4.38  0.06  -0.39
O  3.43  0.21  -0.46

=====

Below is a gas-phase ion, CH3O3Si (charge -1), with properties calculated with ωB97M-V/def2-TZVPD.

Computed properties:
SMILES	O=C([O-])[SiH2]O
charge	-1
LUMO energy	4.0	eV
E_HOMO	-3.214	eV
orbital gap	7.2	eV
F_max	2.28	eV/A

Positions of all 8 atoms, in Å:
C  -1.27  0.27  -0.14
O  -1.42  0.39  -1.42
O  -1.86  0.68  0.87
O  1.47  0.47  -0.45
Si  0.47  -0.59  0.27
H  1.15  1.33  -0.75
H  0.91  -2.00  -0.20
H  0.55  -0.55  1.82

=====

Below is 10 unconnected molecules or ions with the total composition C13H46N14O13, with properties calculated with ωB97M-V/def2-TZVPD.

Computed properties:
SMILES	NC(N)=O.NC(N)=O.NC(N)=O.NC(N)=O.NC(N)=O.NC(N)=O.NC(N)=O.OCCO.OCCO.OCCO
charge	0
LUMO energy	-0.1	eV
E_HOMO	-8.983	eV
orbital gap	8.9	eV
F_max	8.21	eV/A

Positions of all 86 atoms, in Å:
C  -3.99  -3.16  -0.01
O  -4.54  -2.08  0.20
N  -4.58  -4.26  0.30
N  -2.82  -3.27  -0.52
H  -4.26  -5.20  0.08
H  -5.56  -4.25  0.54
H  -2.42  -4.19  -0.55
H  -2.13  -2.53  -0.58
C  -1.44  -2.13  3.71
O  -0.26  -2.26  3.52
N  -2.01  -2.10  4.87
N  -2.29  -2.24  2.75
H  -1.55  -2.08  5.77
H  -3.01  -1.98  4.93
H  -2.02  -2.29  1.78
H  -3.28  -2.24  2.94
C  -3.15  1.32  -0.88
O  -2.40  2.26  -1.14
N  -4.49  1.43  -0.96
N  -2.83  0.07  -0.68
H  -4.83  2.33  -1.29
H  -5.10  0.79  -0.47
H  -1.84  -0.14  -0.71
H  -3.46  -0.69  -0.53
C  1.00  1.82  -4.54
O  0.66  0.98  -3.71
N  2.19  2.28  -4.73
N  0.30  2.21  -5.56
H  3.00  1.99  -4.19
H  2.30  2.87  -5.54
H  -0.67  1.93  -5.59
H  0.61  2.90  -6.24
C  0.14  2.42  4.87
O  0.48  2.26  5.99
N  -1.12  2.24  4.56
N  0.89  2.55  3.74
H  -1.44  2.32  3.60
H  -1.67  1.83  5.30
H  0.51  2.10  2.92
H  1.89  2.46  3.88
C  2.85  -3.39  2.12
O  3.77  -4.06  1.56
N  3.06  -2.52  3.03
N  1.63  -3.59  1.87
H  2.26  -1.99  3.33
H  4.01  -2.27  3.24
H  1.28  -4.08  1.06
H  0.97  -3.23  2.54
C  -1.20  -2.88  -4.81
O  -2.26  -3.01  -5.36
N  -0.38  -3.82  -4.68
N  -0.77  -1.79  -4.32
H  0.55  -3.52  -4.45
H  -0.75  -4.75  -4.82
H  0.13  -1.75  -3.85
H  -1.43  -1.05  -4.50
C  1.62  4.03  -0.97
C  0.18  4.14  -1.55
O  -0.27  5.38  -2.17
O  1.75  4.36  0.42
H  2.31  4.64  -1.55
H  2.08  3.04  -1.06
H  -0.47  3.83  -0.73
H  0.02  3.34  -2.26
H  -1.00  5.12  -2.73
H  1.29  5.19  0.58
C  4.23  0.53  1.74
C  3.73  1.35  0.48
O  4.43  2.60  0.14
O  4.15  1.19  2.92
H  5.28  0.27  1.58
H  3.60  -0.35  1.88
H  2.67  1.54  0.64
H  3.80  0.63  -0.33
H  4.79  3.00  0.93
H  4.74  0.83  3.58
C  0.24  -0.17  0.74
C  0.48  -1.14  -0.46
O  -0.26  -0.72  -1.61
O  0.28  1.20  0.41
H  0.89  -0.21  1.61
H  -0.78  -0.36  1.09
H  0.35  -2.18  -0.16
H  1.52  -1.07  -0.77
H  0.31  -0.09  -2.06
H  -0.46  1.47  -0.13

=====

Sequential energy above the lowest of the compared OMol25 structures with the same formula, charge and spin output: 190.99; 14.75; 135.89 kcal/mol